Here is a structure of composition C58H41InN9O at a distorted geometry from OMol25. Energies are from ωB97M-V/def2-TZVPD.

Atoms and positions in Å:
N: 0.429 -0.205 -2.423
H: -3.108 0.589 3.781
C: 6.484 -1.225 -4.192
C: 2.726 -0.941 -2.080
N: -0.904 -1.782 1.092
C: -0.936 4.218 -0.607
H: -4.830 1.800 -6.297
C: 1.362 4.926 3.361
H: 5.346 -2.324 -5.645
H: 0.249 1.350 -5.361
N: 1.672 2.813 2.276
C: -3.355 1.398 -4.800
C: -4.079 0.273 3.434
C: 4.137 -1.692 -3.998
C: -1.319 -3.301 2.748
N: 1.950 4.456 -2.582
C: -0.445 -2.914 1.682
C: -6.446 0.051 3.778
In: 0.243 -0.330 -0.225
H: -7.545 -0.803 2.145
C: 0.077 0.186 4.203
C: -3.931 1.109 -0.375
C: -2.069 -1.449 1.736
C: 1.719 -7.118 3.610
N: -1.896 0.143 -0.794
C: 0.708 -3.671 1.304
H: -0.715 2.838 6.186
H: 4.264 -3.464 -1.605
H: 2.507 4.528 1.564
H: 0.203 4.951 5.158
C: -1.560 1.026 -3.100
H: -3.201 -2.388 3.417
H: -4.825 1.393 0.153
C: 0.609 4.357 4.348
H: -0.778 3.444 -4.002
C: 3.335 -3.281 -1.090
H: 7.415 -1.297 -4.738
C: 0.645 -7.161 2.734
C: -5.196 0.442 4.236
H: -4.092 2.098 -2.320
C: -0.820 2.956 -0.056
C: -2.983 -0.464 1.329
C: -2.900 0.255 0.131
H: -7.318 0.168 4.407
H: -5.558 -1.100 0.719
C: 2.441 -2.181 -1.335
H: -1.835 4.809 -5.764
C: -0.299 0.538 -3.337
H: -1.557 2.555 0.627
C: 0.916 2.236 3.242
C: 1.885 4.102 2.345
H: 2.708 -3.921 3.090
C: 1.766 0.298 -4.191
C: 2.578 -0.043 -0.622
H: -5.089 0.878 5.221
C: 1.141 2.674 -1.174
C: -0.313 2.275 5.352
C: 0.374 2.964 4.327
C: 1.048 -4.870 2.118
H: 7.343 -0.149 -2.552
C: -6.573 -0.497 2.510
C: -2.288 0.852 -1.881
H: 2.063 0.673 1.718
H: 2.818 3.974 -2.728
H: 1.987 2.046 -1.414
C: -3.941 2.160 -5.797
H: -0.031 -0.893 4.186
C: 1.537 -3.363 0.257
H: -1.788 4.850 -0.385
C: -4.199 -0.277 2.162
H: 1.854 5.402 -2.904
H: -0.536 -6.065 1.309
C: -2.333 -2.394 2.779
H: 2.649 0.350 -4.803
H: 0.070 -8.072 2.623
H: -3.858 3.983 -6.926
H: 3.293 -5.912 4.431
C: 2.128 -4.832 2.996
C: -0.429 0.916 5.298
C: 0.541 0.814 -4.474
C: -2.201 1.846 -4.159
C: -2.258 3.847 -5.504
C: 0.720 0.825 3.177
H: -3.780 0.440 -4.524
C: 5.325 -1.795 -4.701
H: 3.135 -4.943 0.321
C: 1.024 3.965 -1.724
C: 5.249 -0.468 -2.264
H: 5.248 0.033 -1.310
O: 3.498 0.164 0.100
N: 0.227 2.181 -0.362
C: 4.074 -1.004 -2.782
C: -3.555 1.470 -1.631
C: 1.655 -0.350 -2.910
C: 2.458 -5.952 3.744
H: 1.984 -7.994 4.188
C: 2.759 -4.034 -0.119
N: 1.369 -2.252 -0.552
C: -5.458 -0.656 1.701
C: 0.303 -6.039 1.995
N: -0.036 4.722 -1.442
C: -1.659 3.079 -4.518
H: -1.194 -4.173 3.369
H: 3.238 -2.159 -4.383
N: 1.271 0.138 2.073
H: -0.916 0.380 6.103
C: 6.441 -0.576 -2.971
H: 1.554 -0.802 2.322
H: 1.580 5.985 3.360
C: -3.396 3.387 -6.150

Cartesian forces (eV/Å) of the 6 atoms listed first:
N 0.56 -0.28 0.00
H 0.19 0.01 0.11
C 0.04 0.01 0.05
C 0.43 -0.63 -0.81
N 0.25 0.02 -0.06
C -0.02 -0.06 0.09

Properties
Electronic energy = -2992.877110 Eh
Charge = +1
Energy above the lowest of the compared OMol25 structures with the same formula, charge and spin = 167.4 kJ/mol
E_HOMO = -0.359 hartree
Frontier orbital gap = 5.44 eV

Atom charges from the Mulliken analysis, given in e for atoms 1 to 99:
1. N -0.541
2. H 0.496
3. C -0.538
4. C 4.250
5. N -0.177
6. C -1.039
7. H 0.412
8. C -0.746
9. H 0.427
10. H 0.670
11. N -0.288
12. C -0.227
13. C -0.034
14. C -0.300
15. C -1.560
16. N -0.381
17. C 0.811
18. C -0.471
19. In 3.574
20. H 0.413
21. C -0.081
22. C -1.394
23. C 0.273
24. C -0.395
25. N -0.417
26. C 1.185
27. H 0.431
28. H 0.585
29. H 0.487
30. H 0.443
31. C 1.270
32. H 0.575
33. H 0.678
34. C -0.772
35. H 0.451
36. C -1.250
37. H 0.405
38. C -0.857
39. C -0.820
40. H 0.650
41. C -0.658
42. C 1.630
43. C 0.185
44. H 0.398
45. H 0.523
46. C 0.298
47. H 0.425
48. C -0.008
49. H 0.610
50. C 0.688
51. C -0.405
52. H 0.466
53. C -1.313
54. C -1.355
55. H 0.438
56. C -0.202
57. C -0.889
58. C 1.178
59. C -1.095
60. H 0.439
61. C -0.891
62. C 0.486
63. H 0.401
64. H 0.193
65. H -0.034
66. C -0.848
67. H 0.350
68. C -0.109
69. H 0.486
70. C -0.579
71. H 0.274
72. H 0.478
73. C -1.561
74. H 0.661
75. H 0.415
76. H 0.399
77. H 0.408
78. C 0.031
79. C -1.077
80. C -1.213
81. C -0.269
82. C -0.932
83. C -0.471
84. H 0.507
85. C -0.965
86. H 0.572
87. C -0.149
88. C -0.297
89. H 0.591
90. O -0.551
91. N 1.626
92. C -0.753
93. C -1.566
94. C 0.066
95. C -0.909
96. H 0.403
97. C -1.467
98. N -0.291
99. C -0.014

Here is a structure of composition C58H44IrN5O4S from OMol25. Energies are from ωB97M-V/def2-TZVPD.

Atoms and positions in Å:
C: 1.943 0.821 -6.394
C: 0.736 2.732 0.138
S: 1.698 -1.541 0.511
C: -4.770 1.377 -1.295
H: 1.425 0.725 6.163
H: -6.923 4.941 -4.511
C: 0.816 1.722 -1.819
C: 0.382 -0.601 -2.551
H: -4.667 0.327 -1.535
H: -5.779 1.801 -3.118
H: 0.140 0.352 -5.353
H: 0.239 -9.070 0.935
C: -4.406 -1.383 0.398
H: -2.348 -7.327 -2.249
C: -0.575 2.585 2.360
C: 0.903 0.676 -2.762
C: 1.765 -1.618 2.242
C: -0.264 1.376 3.275
C: -3.754 -2.576 0.079
C: 1.174 0.662 -5.259
C: -0.809 -5.094 0.481
C: 2.391 -2.622 2.906
O: 5.501 1.847 4.258
C: 5.869 0.501 3.982
N: 0.535 1.547 -0.475
H: 2.829 -3.424 2.325
C: 4.304 2.442 2.236
H: 3.434 1.560 -2.924
C: 0.681 -1.785 -3.322
H: -0.377 -4.469 1.253
C: 2.498 -2.659 4.342
H: 3.178 2.942 0.535
H: -0.203 4.307 3.691
H: -1.833 3.609 3.811
C: 2.046 -1.638 5.085
C: -0.763 -6.476 0.611
H: 6.847 0.341 4.429
H: -5.114 5.129 -0.506
H: 1.535 0.636 -7.379
H: 5.722 1.567 -8.387
H: 0.141 -3.877 -2.978
C: -1.011 3.842 3.131
C: -5.005 4.073 -0.713
H: 5.242 2.362 1.702
C: 5.340 1.635 -7.372
H: 5.927 0.315 2.906
H: 2.983 -3.506 4.807
O: 3.958 1.343 -7.452
H: 4.824 1.848 -4.920
N: -1.649 2.312 1.421
H: 0.110 2.463 5.039
H: -1.493 0.319 4.832
C: -4.235 1.856 -0.088
C: -1.526 0.813 3.869
C: -0.610 -2.319 -1.560
H: -3.537 0.360 3.409
C: -5.396 2.218 -2.198
C: 3.014 1.353 -3.900
C: -2.561 1.488 1.786
C: -6.248 4.194 -4.102
C: -3.533 1.004 0.821
C: 3.270 1.232 -6.284
H: 5.143 -0.192 4.420
C: 3.174 2.769 1.602
C: 3.204 2.334 4.402
H: -2.408 -4.858 -2.482
C: 1.886 2.817 2.291
C: 1.697 0.916 -3.989
C: 0.727 2.813 1.607
H: -5.468 -1.205 0.450
C: -1.914 -6.687 -1.492
C: -5.510 3.576 -1.917
C: 1.201 0.654 5.104
H: 1.684 3.755 4.187
C: -1.325 -7.277 -0.377
H: 5.861 0.914 -6.738
N: -2.172 -1.016 0.536
C: 1.162 3.074 -2.026
C: 0.703 1.847 4.360
H: -6.672 3.207 -4.286
H: -0.983 -10.333 0.672
Ir: -0.237 -0.174 0.381
C: -1.944 -5.310 -1.613
C: -2.388 -2.292 0.098
H: 1.268 -1.801 -4.226
C: 4.304 2.191 3.672
C: -4.383 3.234 0.179
O: -1.344 -8.638 -0.341
H: -1.360 -8.942 1.714
H: -1.368 4.564 2.397
C: 1.430 -0.489 4.448
H: -0.291 -6.908 1.481
C: 1.106 3.706 -0.794
C: 1.883 2.743 3.811
H: -5.276 4.267 -4.596
C: 3.804 1.510 -5.031
H: -3.992 3.638 1.103
C: -0.830 -9.267 0.815
C: -1.391 -4.494 -0.629
N: 0.304 0.276 2.422
C: -3.421 -0.431 0.646
H: 2.169 -1.615 6.160
H: 3.272 2.198 5.475
C: 1.124 -0.549 3.005
N: -0.428 -0.945 -1.509
C: 0.116 -2.838 -2.689
H: 5.512 2.645 -6.989
C: -2.609 0.829 3.111
O: -6.125 4.487 -2.722
H: 1.309 4.741 -0.568
H: 1.399 3.514 -2.981
C: -1.423 -3.016 -0.694
H: -4.194 -3.515 -0.219

Cartesian forces (eV/Å) of the 6 atoms listed first:
C 0.01 0.02 0.00
C 0.02 0.01 0.00
S -0.45 0.13 0.07
C -0.02 -0.02 0.02
H 0.04 0.01 -0.01
H 0.04 0.03 -0.01

Properties
Electronic energy = -3313.692050 Eh
Charge = 0
⟨S²⟩ = 6.16
E_HOMO (alpha / beta) = -0.211 / -0.260 hartree
Spin multiplicity = 5
Frontier orbital gap (alpha / beta) = 4.68 / 5.78 eV

Atom charges from the Mulliken analysis, given in e for atoms 1 to 99:
1. C -0.858
2. C -0.257
3. S -0.677
4. C -0.676
5. H 0.549
6. H 0.257
7. C 0.124
8. C 0.011
9. H 0.418
10. H 0.196
11. H 0.556
12. H 0.323
13. C -1.050
14. H 0.415
15. C 1.402
16. C 1.014
17. C 0.487
18. C 0.562
19. C -1.086
20. C -0.203
21. C -0.702
22. C -0.692
23. O -0.522
24. C -0.760
25. N 0.177
26. H 0.545
27. C -0.484
28. H 0.581
29. C -1.345
30. H 0.475
31. C -0.769
32. H 0.431
33. H 0.445
34. H 0.364
35. C -1.319
36. C -0.624
37. H 0.280
38. H 0.433
39. H 0.425
40. H 0.246
41. H 0.626
42. C -2.091
43. C -0.781
44. H 0.583
45. C -0.842
46. H 0.318
47. H 0.395
48. O -0.459
49. H 0.396
50. N -0.089
51. H 0.582
52. H 0.451
53. C 0.513
54. C -1.464
55. C 0.354
56. H 0.591
57. C -0.927
58. C -0.730
59. C 0.445
60. C -0.761
61. C 0.189
62. C 0.881
63. H 0.219
64. C -1.426
65. C -0.707
66. H 0.523
67. C 0.408
68. C -0.230
69. C 0.231
70. H 0.632
71. C -0.857
72. C 1.043
73. C -2.037
74. H 0.657
75. C 1.087
76. H 0.346
77. N 0.132
78. C -1.128
79. C 0.113
80. H 0.290
81. H 0.249
82. Ir 1.904
83. C 0.270
84. C 0.304
85. H 0.522
86. C -0.135
87. C -0.347
88. O -0.466
89. H 0.344
90. H 0.502
91. C 1.761
92. H 0.397
93. C -1.365
94. C 0.946
95. H 0.320
96. C -0.596
97. H 0.416
98. C -0.846
99. C -1.105

Here is a structure of composition C58H51OP3SiTl from OMol25. Energies are from ωB97M-V/def2-TZVPD.

Atoms and positions in Å:
H: -0.460 3.448 -2.651
C: -0.771 -0.913 4.842
C: -2.017 -5.449 0.217
C: 4.813 1.550 0.551
C: -4.537 -0.371 0.450
C: -5.842 -2.231 1.300
H: -1.173 -5.633 -0.454
C: -4.155 2.578 -0.937
C: -2.891 0.024 5.506
C: 2.523 -1.196 -1.568
H: 1.110 4.204 0.637
H: 2.357 3.448 4.654
H: -2.314 -4.539 3.536
P: 0.386 -0.433 2.219
C: 2.627 -3.612 -1.654
H: -4.089 -2.438 0.085
C: -2.106 -0.626 -4.242
H: 1.124 4.121 -4.414
H: -2.174 0.793 2.292
C: -4.300 -1.520 -3.886
H: 2.070 -4.512 -3.523
C: 1.444 3.441 -3.631
C: 0.706 2.215 1.343
C: -1.756 -0.713 5.803
H: 0.104 -1.495 5.096
C: 0.898 1.334 2.437
C: 1.800 3.952 2.643
C: 2.093 -1.181 -2.892
H: -1.214 0.368 -2.568
C: 2.480 -3.469 3.971
Si: -0.207 1.459 -0.202
C: -3.151 -0.422 -2.064
H: -1.257 -0.440 -4.889
H: -3.217 -3.818 2.201
H: -7.500 -1.722 2.572
C: 6.758 0.117 -0.798
C: -3.211 -1.317 -4.720
C: -1.481 -4.942 1.572
P: -2.922 0.087 -0.304
C: 1.447 1.794 3.632
C: -2.675 -4.712 2.518
C: 3.140 2.062 -2.645
H: -0.902 4.565 -0.311
H: 3.441 3.269 -4.396
C: -2.057 0.359 3.278
H: 1.867 -0.237 -3.372
C: 1.906 3.099 3.732
H: -1.628 -1.135 6.793
C: 5.418 -0.211 -0.966
C: -0.906 -0.379 3.563
C: 2.744 2.963 -3.625
C: -4.273 -1.075 -2.570
H: -0.144 -5.684 3.107
H: -3.922 1.136 3.986
P: 2.602 0.283 -0.482
H: 3.260 0.158 2.931
C: 3.739 -2.934 4.218
C: 4.430 0.513 -0.307
C: -6.674 -1.348 1.981
C: -3.039 0.560 4.233
C: -5.361 0.499 1.160
C: -1.778 2.601 -0.347
C: 2.784 -2.425 -0.955
C: 4.016 -1.632 3.830
C: -4.139 3.954 -1.081
C: 1.742 -1.360 3.057
C: -2.996 1.910 -0.534
H: -3.652 0.181 6.259
H: -1.156 -6.950 2.378
H: 1.594 -2.348 -4.618
C: 7.127 1.161 0.036
C: -2.971 4.663 -0.824
H: 2.193 4.961 2.708
H: -5.037 4.476 -1.391
H: -5.178 1.566 1.118
H: -5.183 -2.024 -4.260
O: -0.770 -3.772 1.411
C: 0.551 3.059 -2.636
H: -7.037 0.707 2.478
H: -3.227 -1.685 -5.739
H: 7.518 -0.441 -1.332
C: 1.937 -2.371 -3.590
C: -4.773 -1.747 0.569
H: 2.820 -4.556 -1.159
C: 3.026 -0.850 3.248
C: -1.809 3.994 -0.472
H: -2.642 -4.672 -0.235
H: -5.059 2.017 -1.146
C: 0.929 2.187 -1.609
H: 8.173 1.419 0.155
H: 1.516 1.132 4.487
H: 3.103 -2.445 0.083
H: 6.430 2.684 1.381
C: -0.585 -6.039 2.173
C: -6.420 0.012 1.920
H: 4.504 -3.537 4.693
C: 1.187 3.518 1.475
C: 1.492 -2.699 3.377
C: 2.203 -3.586 -2.976
Tl: -0.683 -2.124 -0.216
H: 4.043 2.108 1.076
C: 2.241 1.646 -1.669
H: -6.020 -3.297 1.366
H: -2.603 -6.368 0.311
H: 0.229 -6.275 1.483
H: 5.140 -1.024 -1.625
C: 6.149 1.874 0.719
H: 0.541 -3.138 3.082
H: 4.148 1.665 -2.669
H: -5.134 -1.245 -1.937
H: -3.363 -5.565 2.533
H: 5.008 -1.220 3.976
H: -2.963 5.742 -0.932
H: 2.270 -4.499 4.237
C: -2.077 -0.179 -2.931

Cartesian forces (eV/Å) of the 6 atoms listed first:
H -0.01 0.06 -0.02
C -0.03 -0.04 -0.10
C 0.11 0.14 0.07
C -0.01 -0.07 -0.02
C 0.17 -0.02 0.23
C -0.06 -0.01 0.02

Properties
Electronic energy = -3802.120861 Eh
Charge = -1
E_HOMO = -0.118 hartree
Frontier orbital gap = 5.68 eV

Atom charges from the Mulliken analysis, given in e for atoms 1 to 99:
1. H 0.500
2. C -0.281
3. C -1.645
4. C -0.093
5. C 0.366
6. C -0.668
7. H 0.309
8. C -0.218
9. C -0.667
10. C -0.042
11. H 0.167
12. H 0.373
13. H 0.381
14. P 0.635
15. C -0.599
16. H 0.613
17. C -0.779
18. H 0.402
19. H 0.016
20. C -0.709
21. H 0.353
22. C -0.883
23. C 0.465
24. C -0.738
25. H 0.392
26. C -0.267
27. C -1.063
28. C -0.540
29. H 0.209
30. C -0.637
31. Si 1.715
32. C 0.938
33. H 0.495
34. H 0.079
35. H 0.379
36. C -0.628
37. C -0.700
38. C 1.726
39. P 0.875
40. C -0.157
41. C -1.544
42. C -0.321
43. H 0.283
44. H 0.369
45. C -0.368
46. H 0.304
47. C -0.924
48. H 0.427
49. C -0.378
50. C 0.998
51. C -0.854
52. C -0.995
53. H 0.278
54. H 0.410
55. P 1.913
56. H 0.230
57. C -0.725
58. C 0.032
59. C -0.621
60. C -0.716
61. C -0.989
62. C 0.347
63. C -0.265
64. C -0.654
65. C -0.985
66. C 0.971
67. C -0.327
68. H 0.374
69. H 0.405
70. H 0.359
71. C -0.574
72. C -0.869
73. H 0.407
74. H 0.385
75. H 0.451
76. H 0.429
77. O -0.478
78. C -0.757
79. H 0.407
80. H 0.365
81. H 0.404
82. C -0.491
83. C -1.113
84. H 0.413
85. C -0.765
86. C 0.099
87. H 0.232
88. H 0.534
89. C 0.360
90. H 0.361
91. H 0.516
92. H 0.347
93. H 0.435
94. C -1.747
95. C -0.631
96. H 0.374
97. C -0.110
98. C -0.721
99. C -0.683